Density functional theory data (wB97M-V/def2-TZVPD) for a molecular structure, C10H22BrF6FeN3O6S2.

The multiplicity is 9. The HOMO energy (spin up / spin down) comes out at -3.5 / -10.1 eV. For the strongest force on any atom, the calculation gives 0.0777 Eh/bohr. Its HOMO-LUMO gap (spin up / spin down) is 3.82 / 5.22 eV. Its electronic energy is -169877.2409 eV.

XYZ file:
```
51
Properties=species:S:1:pos:R:3:mulliken_spin:R:1
Fe -0.42 -0.66 -0.25 4.92
Br -1.26 -2.98 1.18 0.95
C 2.55 2.10 -1.66 0.19
F 1.53 2.81 -1.18 0.01
F 3.04 2.66 -2.75 0.01
F 3.49 2.01 -0.71 0.00
S 1.94 0.33 -2.19 0.46
O 0.60 0.59 -2.74 0.07
O 2.87 -0.19 -3.18 0.10
N 1.48 -0.78 -0.62 0.78
S 2.80 -1.60 -0.24 0.08
O 2.84 -2.91 -0.84 0.08
O 4.03 -0.89 -0.46 0.04
C 2.70 -1.87 1.65 0.10
F 3.92 -1.96 2.19 0.00
F 1.97 -0.92 2.23 0.00
F 2.24 -3.12 1.80 0.01
C -3.75 -0.08 -2.90 0.00
C -2.70 -0.73 -2.01 -0.09
C -1.78 -1.64 -2.79 0.25
O -0.67 -2.05 -1.99 0.10
C 0.01 -3.21 -2.49 0.01
N -1.90 0.39 -1.41 -0.46
H -4.26 0.75 -2.41 -0.04
H -4.61 -0.72 -3.14 0.01
H -3.32 0.21 -3.86 0.02
H -3.14 -1.30 -1.19 0.16
H -1.34 -1.18 -3.68 0.00
H -2.27 -2.56 -3.11 -0.05
H -0.25 -4.02 -1.80 -0.02
H 1.07 -2.98 -2.48 0.00
H -0.26 -3.52 -3.50 0.00
H -1.83 0.98 -2.24 0.05
H -2.61 0.98 -0.95 0.29
C -1.03 2.94 1.19 0.18
C -0.21 1.84 1.88 -0.33
C -0.06 2.00 3.38 0.11
O 0.89 1.05 3.79 -0.01
C 0.98 0.81 5.17 0.02
N -0.75 0.50 1.55 -0.51
H -1.24 3.78 1.85 0.01
H -1.98 2.49 0.90 -0.10
H -0.47 3.21 0.29 -0.02
H 0.82 1.81 1.51 0.07
H -1.03 1.95 3.88 0.01
H 0.42 2.97 3.57 0.02
H 0.08 0.43 5.66 0.00
H 1.21 1.70 5.76 0.00
H 1.82 0.15 5.35 0.00
H -0.43 -0.10 2.31 0.14
H -1.76 0.55 1.72 0.37
```



Density functional theory data (wB97M-V/def2-TZVPD) for a molecular structure, C20H19CuF6N2O2Sb.

The multiplicity is 2. The HOMO energy (spin up / spin down) comes out at -8.1 / -8.1 eV. For the strongest force on any atom, the calculation gives 0.0098 Eh/bohr. Its HOMO-LUMO gap (spin up / spin down) is 7.17 / 5.67 eV. Its electronic energy is -95608.0677 eV.

XYZ file:
```
51
Properties=species:S:1:pos:R:3:mulliken_spin:R:1
Cu 0.11 0.11 -0.09 0.63
F -1.33 0.02 -1.30 0.03
Sb -2.54 1.41 -2.16 0.00
F -2.62 0.20 -3.58 0.00
F -0.91 2.10 -2.79 0.00
F -3.63 2.67 -2.99 0.00
F -2.31 2.48 -0.63 0.00
F -3.90 0.51 -1.24 0.00
C 1.10 4.47 1.51 0.00
C 1.69 4.07 0.39 0.01
C 1.30 2.82 -0.25 -0.01
N 0.42 2.02 0.22 0.13
C -0.20 2.30 1.51 0.00
C -0.01 3.70 2.14 0.01
H 1.38 5.41 1.97 0.00
H 2.47 4.65 -0.09 0.00
H 1.76 2.54 -1.19 0.01
H -1.25 2.03 1.44 0.01
H -0.91 4.32 2.16 0.00
C 8.38 -0.55 1.19 0.00
C 7.00 0.03 0.99 0.00
C 6.48 0.13 -0.29 0.00
C 5.20 0.64 -0.49 0.00
C 4.46 1.08 0.59 0.00
C 4.98 1.00 1.88 0.00
N 4.28 1.56 2.97 0.00
C 2.94 1.83 3.12 -0.02
C 2.70 2.96 4.05 0.00
C 1.50 3.48 4.25 0.00
C 0.32 2.99 3.49 0.00
C 0.49 1.63 2.74 -0.01
C 1.91 1.15 2.57 0.00
C 2.10 -0.22 2.00 0.01
O 2.99 -0.95 2.36 0.01
O 1.20 -0.65 1.11 0.20
C 6.25 0.45 2.09 0.00
C 6.80 0.29 3.49 0.00
H 8.86 -0.74 0.24 0.00
H 8.34 -1.49 1.74 0.00
H 9.02 0.13 1.77 0.00
H 7.07 -0.21 -1.13 0.00
H 4.79 0.69 -1.49 0.00
H 3.47 1.49 0.44 0.00
H 4.87 1.91 3.71 0.00
H 3.56 3.35 4.58 0.00
H 1.36 4.29 4.96 0.00
H -0.57 2.98 4.12 0.00
H -0.11 0.81 3.15 0.00
H 6.02 0.34 4.25 0.00
H 7.57 1.03 3.72 0.00
H 7.27 -0.69 3.59 0.00
```



Density functional theory data (wB97M-V/def2-TZVPD) for a molecular structure, C34H67BCoGeN5P3.

The multiplicity is 4. The HOMO energy (spin up / spin down) comes out at -5.1 / -6.0 eV. For the strongest force on any atom, the calculation gives 0.0094 Eh/bohr. Its HOMO-LUMO gap (spin up / spin down) is 5.19 / 6.05 eV. Its electronic energy is -166478.9892 eV.

XYZ file:
```
112
Properties=species:S:1:pos:R:3:mulliken_spin:R:1
Co -0.88 -0.42 -0.30 2.57
C -2.51 -3.88 -1.43 0.01
C -2.10 -3.71 0.03 0.04
C -0.58 -3.84 0.10 -0.01
C -2.72 -4.84 0.86 0.00
P -2.44 -1.93 0.55 -0.16
C -2.05 -1.95 2.37 0.01
N -0.73 -1.39 2.56 -0.02
B 0.03 -0.59 1.59 -0.27
N 1.23 -0.27 2.36 -0.04
C 2.41 0.48 1.98 -0.03
P 2.86 0.39 0.18 0.14
C 3.77 -1.25 0.11 0.00
C 3.94 -1.60 -1.38 0.00
C 2.83 -2.29 0.72 0.01
C 5.12 -1.35 0.82 0.00
C 4.15 1.79 0.15 0.01
C 3.33 3.09 0.04 0.01
C 4.97 1.68 -1.14 0.01
C 5.09 1.92 1.35 0.00
C 1.17 -0.82 3.63 0.00
C 2.06 -0.78 4.69 0.00
C 1.72 -1.45 5.86 0.00
C 0.52 -2.14 5.98 0.00
C -0.38 -2.17 4.92 0.00
C -0.05 -1.52 3.75 -0.01
C -4.29 -1.59 0.48 0.05
C -4.58 -0.38 1.38 0.01
C -4.62 -1.16 -0.95 0.00
C -5.21 -2.74 0.90 0.00
H -2.16 -4.85 -1.80 0.00
H -2.08 -3.10 -2.06 0.00
H -3.60 -3.87 -1.56 0.00
H -0.29 -4.82 -0.30 0.00
H -0.21 -3.77 1.13 0.00
H -0.09 -3.07 -0.49 0.02
H -2.19 -5.77 0.65 0.00
H -3.77 -5.01 0.61 0.00
H -2.65 -4.67 1.93 0.00
H -2.09 -2.97 2.78 0.00
H -2.80 -1.37 2.90 0.01
H 3.26 0.13 2.57 0.00
H 2.29 1.55 2.24 0.00
H 2.98 -1.62 -1.88 0.00
H 4.39 -2.60 -1.46 0.00
H 4.59 -0.90 -1.90 0.00
H 1.83 -2.21 0.32 0.02
H 2.77 -2.20 1.81 0.00
H 3.22 -3.29 0.49 0.00
H 5.88 -0.71 0.37 0.00
H 5.48 -2.38 0.76 0.00
H 5.04 -1.10 1.88 0.00
H 2.75 3.08 -0.88 0.00
H 4.01 3.94 0.01 0.00
H 2.66 3.22 0.89 0.00
H 4.33 1.54 -2.01 0.00
H 5.68 0.86 -1.11 0.00
H 5.54 2.60 -1.29 0.00
H 4.55 2.10 2.27 0.00
H 5.75 2.78 1.19 0.00
H 5.71 1.04 1.49 0.00
H 2.99 -0.24 4.62 0.00
H 2.41 -1.43 6.70 0.00
H 0.28 -2.64 6.90 0.00
H -1.33 -2.69 5.02 0.00
H -3.82 0.39 1.27 0.01
H -4.64 -0.66 2.43 0.00
H -5.54 0.04 1.10 0.00
H -4.08 -0.25 -1.22 0.03
H -5.69 -0.96 -1.03 0.00
H -4.37 -1.92 -1.69 0.00
H -4.95 -3.14 1.88 0.00
H -5.19 -3.55 0.18 0.00
H -6.23 -2.37 0.95 0.00
C -0.84 1.96 -5.09 0.00
Ge -0.29 0.51 -3.87 0.03
C -0.56 -1.16 -4.86 0.02
C 1.67 0.75 -3.68 0.00
C -1.24 0.37 -2.21 0.08
H -0.35 1.81 -6.05 0.00
H -0.56 2.96 -4.74 0.00
H -1.92 1.96 -5.26 0.00
H -0.11 -1.11 -5.86 0.00
H -1.62 -1.36 -4.97 0.00
H -0.11 -1.99 -4.32 0.00
H 2.13 0.76 -4.67 0.00
H 2.08 -0.07 -3.10 0.00
H 1.95 1.68 -3.19 0.00
H -2.12 -0.26 -2.40 -0.01
C -0.51 4.40 0.60 0.00
N 0.02 3.92 -0.75 0.02
C -0.80 4.59 -1.85 0.01
N -2.19 4.37 -1.67 0.01
C -2.61 4.83 -0.35 0.00
N -1.89 4.17 0.73 0.03
C -2.19 2.72 0.71 0.23
P -1.72 1.66 -0.95 0.12
C -0.01 2.43 -0.88 0.09
C -2.58 2.99 -1.97 0.07
H -0.27 5.47 0.65 0.00
H 0.05 3.85 1.36 0.00
H 0.99 4.22 -0.83 0.00
H -0.45 4.19 -2.80 0.00
H -0.57 5.66 -1.78 0.00
H -3.67 4.65 -0.24 0.00
H -2.43 5.91 -0.29 0.00
H -3.26 2.61 0.88 -0.02
H -1.66 2.24 1.54 -0.01
H 0.53 2.18 -1.79 0.03
H 0.53 2.00 -0.04 -0.10
H -3.66 2.91 -1.81 -0.01
H -2.39 2.79 -3.03 0.01
```